Entry 1:
Below is C2ClN3O15Zr as an isolated structure at a distorted geometry, with properties calculated with the ωB97M-V functional and the def2-TZVPD basis.

As for the molar mass: 432.7 g mol⁻¹. As for the LUMO energy: 6.42 eV. The frontier orbital gap is 2.30 eV. As for the charge: -4. For the max |F|, the calculation gives 10.40 eV/A.

Element x y z (Å)
Zr: 1.45 -1.12 -1.33
C: 4.27 -0.92 0.22
O: 2.97 -0.80 -0.02
O: 4.66 -0.99 1.41
O: 5.11 -0.70 -0.71
C: 2.09 2.04 -2.45
O: 1.50 2.96 -1.84
O: 2.10 0.85 -1.94
O: 2.33 2.21 -3.70
Cl: -1.37 4.21 0.65
N: -0.43 0.32 1.13
O: 0.10 0.05 -0.05
O: -0.40 1.48 1.54
O: -1.30 -0.46 1.53
N: -0.89 -3.47 0.14
O: -0.10 -2.69 -0.45
O: -0.67 -4.70 0.10
O: -1.96 -3.05 0.60
N: -4.86 1.20 1.19
O: -4.72 0.01 0.88
O: -6.01 1.62 1.55
O: -3.88 1.94 1.55

Entry 2:
Below is C40H39F5N11O5STbTe as an isolated structure at a distorted geometry, with properties calculated with the ωB97M-V functional and the def2-TZVPD basis.

As for the molar mass: 1167.4 g mol⁻¹. As for the LUMO energy (spin up / spin down): -0.57 / -0.56 eV. As for the spin multiplicity: 7. The expectation value of S² is 12.05. The frontier orbital gap (spin up / spin down) is 6.68 / 6.68 eV. For the max |F|, the calculation gives 4.40 eV/A.

Element x y z (Å)
Tb: 0.71 0.38 0.73
O: 4.20 2.95 1.38
C: 3.16 2.30 1.45
N: 2.91 1.02 1.17
C: 3.82 0.14 0.60
C: 5.11 0.45 0.16
C: 5.88 -0.52 -0.46
C: 5.39 -1.80 -0.67
C: 4.11 -2.14 -0.22
C: 3.34 -1.19 0.44
N: 2.12 -1.42 1.09
C: 1.36 -2.50 1.05
O: 1.32 -3.46 0.26
C: 0.37 -2.44 2.20
C: 0.07 -3.57 2.94
C: -0.71 -3.44 4.08
C: -1.19 -2.18 4.42
C: -0.89 -1.11 3.59
N: -0.12 -1.23 2.51
C: 1.90 3.02 1.89
C: 1.85 4.40 1.80
C: 0.73 5.06 2.26
C: -0.28 4.32 2.86
C: -0.16 2.95 2.90
N: 0.89 2.28 2.40
H: 5.48 1.45 0.32
H: 6.89 -0.28 -0.77
H: 5.99 -2.55 -1.16
H: 3.72 -3.14 -0.35
H: 0.49 -4.52 2.63
H: -0.93 -4.30 4.70
H: -1.80 -2.02 5.30
H: -1.25 -0.12 3.82
H: 2.70 4.92 1.40
H: 0.63 6.13 2.15
H: -1.17 4.80 3.25
H: -0.92 2.35 3.38
O: -0.73 -1.77 -0.55
H: -0.21 -2.60 -0.53
H: -0.86 -1.55 -1.48
C: 1.67 -0.35 -2.76
C: 2.07 1.07 -2.50
N: 2.11 1.70 -1.33
C: 2.69 2.93 -1.59
C: 2.96 3.06 -2.90
N: 2.56 1.87 -3.48
C: 2.51 1.62 -4.89
N: 3.81 1.62 -5.52
N: 3.96 2.32 -6.67
N: 5.19 2.13 -7.09
C: 5.83 1.32 -6.22
C: 7.17 0.82 -6.25
C: 7.57 -0.03 -5.19
C: 6.71 -0.36 -4.18
C: 5.34 0.14 -4.13
C: 4.96 0.97 -5.19
H: 1.66 -0.91 -1.83
H: 2.40 -0.83 -3.41
H: 0.69 -0.39 -3.22
H: 2.91 3.64 -0.81
H: 3.37 3.87 -3.48
H: 1.94 2.40 -5.39
H: 2.01 0.67 -5.06
H: 7.84 1.10 -7.05
H: 8.57 -0.43 -5.17
H: 7.05 -1.01 -3.38
H: 4.69 -0.11 -3.30
F: -0.36 0.74 -1.13
Te: -0.33 3.04 -0.51
F: -0.20 2.99 -2.40
F: 0.53 4.70 -0.97
F: -2.10 2.58 -1.10
F: -1.53 4.37 0.19
O: -1.45 1.14 1.20
C: -8.44 -1.11 0.11
C: -6.97 -1.52 0.07
C: -6.09 -0.49 0.76
N: -4.68 -0.86 0.62
C: -3.71 -0.14 1.22
S: -2.49 0.45 0.27
N: -3.74 0.12 2.57
C: -4.25 -0.62 3.64
O: -4.03 -0.21 4.76
C: -5.01 -1.89 3.39
C: -4.49 -2.91 2.60
C: -5.20 -4.08 2.44
C: -6.44 -4.24 3.05
C: -6.96 -3.21 3.83
C: -6.24 -2.04 4.01
H: -9.07 -1.86 -0.37
H: -8.59 -0.16 -0.41
H: -8.79 -0.99 1.14
H: -6.65 -1.63 -0.97
H: -6.83 -2.49 0.56
H: -6.34 -0.46 1.82
H: -6.27 0.50 0.34
H: -4.43 -1.08 -0.34
H: -3.12 0.87 2.85
H: -3.53 -2.79 2.12
H: -4.80 -4.88 1.83
H: -7.00 -5.16 2.92
H: -7.93 -3.33 4.32
H: -6.63 -1.24 4.63

Entry 3:
Below is a 7-piece molecular cluster, C19H52O7 overall at a distorted geometry, with properties calculated with the ωB97M-V functional and the def2-TZVPD basis.

As for the molar mass: 392.6 g mol⁻¹. As for the LUMO energy: 0.44 eV. The frontier orbital gap is 10.30 eV. For the max |F|, the calculation gives 2.64 eV/A. As for the structure (SMILES): CC(C)O.CC(C)O.CC(C)O.CC(C)O.CC(C)O.CCO.CCO. For the energy above the lowest of the compared OMol25 structures with the same formula, charge and spin, the calculation gives 117.2 kJ/mol.

Element x y z (Å)
C: -3.02 -1.62 -0.89
C: -2.86 -3.01 -1.54
C: -1.67 -3.77 -0.98
O: -4.06 -3.72 -1.11
H: -2.07 -1.07 -0.97
H: -3.31 -1.69 0.17
H: -3.73 -1.06 -1.50
H: -2.80 -2.98 -2.64
H: -1.72 -3.69 0.11
H: -0.70 -3.36 -1.29
H: -1.66 -4.81 -1.29
H: -4.03 -4.56 -1.58
C: 1.49 0.36 4.19
C: 0.45 1.37 3.66
C: 1.02 2.63 3.07
O: -0.32 0.64 2.69
H: 1.04 -0.63 4.30
H: 1.80 0.69 5.18
H: 2.32 0.25 3.47
H: -0.21 1.64 4.49
H: 0.15 3.21 2.71
H: 1.71 2.41 2.24
H: 1.62 3.27 3.71
H: -0.98 1.30 2.34
C: -0.27 2.63 -3.95
C: -1.37 3.15 -4.89
C: -2.24 4.27 -4.31
O: -0.84 3.61 -6.16
H: -0.71 2.00 -3.18
H: 0.20 3.43 -3.36
H: 0.49 2.09 -4.51
H: -2.02 2.32 -5.16
H: -2.74 3.91 -3.41
H: -2.99 4.58 -5.05
H: -1.64 5.14 -4.08
H: -0.15 4.28 -6.03
C: -4.31 1.36 0.81
C: -2.90 1.76 0.41
C: -2.92 2.57 -0.86
O: -2.27 2.54 1.43
H: -4.35 0.76 1.71
H: -4.82 0.77 0.03
H: -4.84 2.30 0.93
H: -2.24 0.88 0.33
H: -3.68 3.35 -0.74
H: -3.19 1.97 -1.75
H: -1.94 3.02 -1.06
H: -2.91 3.05 1.92
C: 1.09 -4.62 2.99
C: 1.27 -4.59 1.52
C: 1.39 -3.19 0.91
O: 2.47 -5.30 1.25
H: 1.95 -4.20 3.52
H: 0.92 -5.66 3.26
H: 0.22 -4.09 3.35
H: 0.42 -5.09 1.02
H: 1.65 -3.24 -0.16
H: 2.15 -2.58 1.38
H: 0.41 -2.72 0.91
H: 2.40 -6.15 1.70
C: 4.70 -0.13 1.28
C: 5.65 -0.54 0.30
O: 6.40 -1.69 0.79
H: 3.93 -0.91 1.39
H: 4.15 0.78 0.98
H: 5.21 -0.07 2.24
H: 6.43 0.23 0.17
H: 5.16 -0.79 -0.63
H: 5.80 -2.40 1.07
C: 1.94 1.09 -1.62
C: 0.96 1.23 -0.49
O: 1.24 0.15 0.48
H: 1.95 0.11 -2.09
H: 2.94 1.26 -1.22
H: 1.65 1.79 -2.39
H: -0.07 1.18 -0.85
H: 1.07 2.19 0.01
H: 0.76 0.39 1.30

Entry 4:
Below is C19H41AuN4O4PS as an isolated structure at a distorted geometry, with properties calculated with the ωB97M-V functional and the def2-TZVPD basis.

As for the molar mass: 649.6 g mol⁻¹. As for the LUMO energy (spin up / spin down): -2.30 / -5.44 eV. As for the spin multiplicity: 3. The expectation value of S² is 2.01. The frontier orbital gap (spin up / spin down) is 8.29 / 6.58 eV. As for the charge: +1. For the max |F|, the calculation gives 3.64 eV/A. For the energy above the lowest of the compared OMol25 structures with the same formula, charge and spin, the calculation gives 0.6 kJ/mol.

Element x y z (Å)
Au: 1.17 1.57 -0.10
C: 1.72 -0.13 -5.18
C: 1.70 0.84 -4.05
C: 2.25 2.12 -4.09
C: 1.95 2.69 -2.84
N: 1.21 1.82 -2.16
N: 1.03 0.71 -2.92
C: 2.36 4.00 -2.21
H: 0.83 -0.05 -5.78
H: 1.83 -1.15 -4.76
H: 2.55 0.00 -5.79
H: 2.83 2.53 -4.89
H: 0.47 -0.09 -2.60
H: 2.89 4.64 -2.94
H: 2.97 3.88 -1.36
H: 1.52 4.60 -1.91
C: -4.16 -0.71 -0.88
C: -3.38 0.50 -0.50
C: -2.80 1.15 -1.75
C: -4.22 1.42 0.31
O: -2.23 0.19 0.47
P: -1.11 -0.89 0.15
O: -1.73 -2.01 -0.57
O: 0.01 -0.20 -0.66
O: -0.63 -1.17 1.63
C: -0.88 -2.30 2.49
C: -0.24 -3.54 1.79
C: -2.38 -2.53 2.70
C: -0.06 -2.03 3.76
H: -5.08 -0.43 -1.33
H: -4.40 -1.34 0.02
H: -3.58 -1.34 -1.52
H: -3.64 1.52 -2.34
H: -2.25 0.48 -2.41
H: -2.19 2.01 -1.45
H: -5.24 1.53 -0.25
H: -3.71 2.38 0.41
H: -4.54 1.00 1.27
H: -0.67 -3.71 0.81
H: -0.50 -4.39 2.38
H: 0.83 -3.49 1.68
H: -2.88 -2.75 1.71
H: -2.81 -1.68 3.22
H: -2.52 -3.43 3.31
H: 1.01 -1.80 3.44
H: -0.05 -2.93 4.42
H: -0.46 -1.22 4.36
C: 4.05 -2.90 -0.51
C: 3.24 -1.64 -0.88
C: 3.50 -1.44 -2.35
C: 3.54 -0.41 -0.03
H: 3.75 -3.76 -1.00
H: 4.17 -3.10 0.62
H: 5.07 -2.68 -0.88
H: 2.19 -1.86 -0.73
H: 4.58 -1.27 -2.49
H: 3.00 -0.54 -2.69
H: 3.19 -2.27 -2.99
H: 4.01 0.44 -0.56
H: 3.63 -0.47 1.04
C: -1.33 2.97 4.83
N: -0.22 2.59 4.02
C: -0.35 1.96 2.84
N: -1.57 1.77 2.38
S: 1.13 1.25 2.12
H: -1.03 3.72 5.58
H: -1.78 2.11 5.37
H: -2.09 3.42 4.28
H: 0.74 2.62 4.38
H: -2.34 1.97 3.03
H: -1.86 1.24 1.53

Entry 5:
Below is one molecule with the formula C6H12O, with properties calculated with the ωB97M-V functional and the def2-TZVPD basis.

As for the molar mass: 100.2 g mol⁻¹. As for the LUMO energy: 1.04 eV. The frontier orbital gap is 10.50 eV. For the max |F|, the calculation gives 0.38 eV/A. As for the structure (SMILES): CC(C)[C@H]1C[C@H]1O. For the energy above the lowest of the compared OMol25 structures with the same formula, charge and spin, the calculation gives 114.9 kJ/mol.

Element x y z (Å)
C: 0.75 -1.73 -0.51
C: 0.09 -0.64 0.34
C: -1.12 -1.20 1.09
C: -0.33 0.53 -0.53
C: -0.66 1.88 0.07
C: 0.55 1.72 -0.80
O: 1.84 1.88 -0.28
H: 1.63 -1.34 -1.05
H: 1.08 -2.58 0.10
H: 0.05 -2.12 -1.26
H: 0.81 -0.30 1.09
H: -0.84 -2.05 1.72
H: -1.89 -1.56 0.38
H: -1.58 -0.44 1.72
H: -0.95 0.23 -1.38
H: -1.52 2.43 -0.29
H: -0.45 2.00 1.13
H: 0.50 2.15 -1.81
H: 2.05 1.13 0.28

Entry 6:
Below is C54H37AgF6NO5S2 as an isolated structure, with properties calculated with the ωB97M-V functional and the def2-TZVPD basis.

As for the molar mass: 1065.9 g mol⁻¹. As for the LUMO energy: 2.09 eV. The frontier orbital gap is 7.14 eV. As for the charge: -1. For the max |F|, the calculation gives 0.71 eV/A. For the energy above the lowest of the compared OMol25 structures with the same formula, charge and spin, the calculation gives 0.0 kJ/mol.

Element x y z (Å)
Ag: 0.18 0.55 0.43
C: -6.91 3.72 -3.94
C: -5.83 3.02 -3.15
C: -6.16 2.05 -2.20
C: -5.17 1.40 -1.47
C: -3.85 1.73 -1.70
C: -3.49 2.70 -2.62
C: -4.49 3.34 -3.35
S: -2.60 0.90 -0.73
O: -3.24 0.64 0.59
C: -2.60 -0.62 -1.73
C: -1.94 -0.47 -2.97
C: -1.83 -1.52 -3.82
C: -2.37 -2.78 -3.46
C: -2.22 -3.91 -4.31
C: -2.67 -5.14 -3.94
C: -3.30 -5.30 -2.68
C: -3.46 -4.23 -1.84
C: -3.01 -2.94 -2.21
C: -3.12 -1.81 -1.32
C: -3.75 -2.04 0.02
C: -5.16 -2.21 0.12
C: -6.01 -2.06 -1.01
C: -7.36 -2.20 -0.88
C: -7.94 -2.51 0.37
C: -7.15 -2.66 1.47
C: -5.74 -2.51 1.37
C: -4.91 -2.63 2.51
C: -3.56 -2.45 2.42
C: -2.99 -2.16 1.16
S: -1.23 -1.74 1.20
O: -0.90 -1.60 2.65
C: -0.55 -3.32 0.68
C: -0.10 -4.18 1.67
C: 0.46 -5.40 1.30
C: 0.58 -5.76 -0.04
C: 1.18 -7.08 -0.43
C: 0.14 -4.86 -1.01
C: -0.40 -3.63 -0.66
H: -7.90 3.34 -3.68
H: -6.77 3.58 -5.01
H: -6.90 4.80 -3.74
H: -7.20 1.80 -2.03
H: -5.42 0.67 -0.72
H: -2.45 2.97 -2.76
H: -4.22 4.10 -4.07
H: -1.46 0.47 -3.21
H: -1.28 -1.42 -4.75
H: -1.71 -3.77 -5.26
H: -2.54 -5.99 -4.59
H: -3.65 -6.28 -2.37
H: -3.92 -4.38 -0.87
H: -5.58 -1.82 -1.97
H: -8.00 -2.08 -1.75
H: -9.02 -2.63 0.46
H: -7.58 -2.89 2.44
H: -5.36 -2.85 3.48
H: -2.91 -2.47 3.28
H: -0.18 -3.88 2.71
H: 0.81 -6.08 2.07
H: 1.39 -7.70 0.44
H: 2.12 -6.94 -0.98
H: 0.51 -7.64 -1.09
H: 0.25 -5.10 -2.06
H: -0.70 -2.93 -1.43
C: 5.35 -4.29 -2.87
C: 5.05 -4.56 -1.41
C: 6.32 -4.80 -0.62
C: 6.01 -5.08 0.84
C: 5.23 -3.92 1.42
C: 5.29 -3.61 2.76
C: 4.58 -2.52 3.25
F: 4.66 -2.26 4.58
C: 3.83 -1.72 2.45
C: 3.76 -2.03 1.08
C: 2.95 -1.14 0.20
O: 2.61 -0.03 0.59
C: 2.64 -1.71 -1.09
C: 3.36 -2.77 -1.51
N: 4.30 -3.44 -0.79
C: 4.44 -3.13 0.57
C: 1.52 -1.27 -2.01
O: 1.51 -1.75 -3.16
O: 0.62 -0.52 -1.52
H: 6.06 -5.04 -3.23
H: 5.79 -3.30 -3.00
H: 4.47 -4.35 -3.51
H: 4.43 -5.46 -1.33
H: 6.96 -3.92 -0.70
H: 6.85 -5.64 -1.08
H: 6.92 -5.24 1.42
H: 5.42 -6.00 0.91
H: 5.89 -4.20 3.43
H: 3.28 -0.86 2.82
H: 3.16 -3.14 -2.50
F: 1.15 0.87 3.50
C: 0.28 1.87 3.20
C: -0.16 2.07 1.91
C: -1.03 3.12 1.75
F: -1.54 3.41 0.52
C: -1.45 3.94 2.78
F: -2.30 4.97 2.56
C: -0.98 3.71 4.05
F: -1.36 4.50 5.07
C: -0.10 2.66 4.27
F: 0.35 2.44 5.52

Entry 7:
Below is C29H34BN4O7RhSe3Te as an isolated structure, with properties calculated with the ωB97M-V functional and the def2-TZVPD basis.

As for the molar mass: 1028.8 g mol⁻¹. As for the LUMO energy (spin up / spin down): 3.86 / 3.08 eV. As for the spin multiplicity: 5. The expectation value of S² is 6.06. The frontier orbital gap (spin up / spin down) is 4.08 / 5.15 eV. As for the charge: -2. For the max |F|, the calculation gives 0.51 eV/A. For the energy above the lowest of the compared OMol25 structures with the same formula, charge and spin, the calculation gives 0.0 kJ/mol.

Element x y z (Å)
Rh: 0.63 -0.08 0.17
Se: -2.81 1.56 0.79
Se: -4.80 0.70 1.09
Te: -2.96 -2.09 -0.71
Se: -1.66 0.04 -0.78
B: 5.03 0.63 0.50
C: 3.46 0.89 0.22
N: 2.59 -0.02 0.12
H: 5.19 -0.47 0.99
H: 5.57 0.68 -0.60
H: 5.44 1.52 1.21
C: -0.17 -2.17 4.76
N: -0.74 -1.08 3.99
C: -1.90 -1.48 3.20
C: 0.06 -0.14 3.41
O: -0.22 0.38 2.33
N: 1.14 0.29 4.15
C: 1.07 0.45 5.58
C: 2.11 1.14 3.48
H: -0.18 -3.09 4.16
H: -0.75 -2.33 5.68
H: 0.86 -1.97 5.01
H: -2.60 -2.01 3.85
H: -1.62 -2.13 2.37
H: -2.40 -0.61 2.79
H: 0.14 0.04 5.97
H: 1.11 1.52 5.84
H: 1.90 -0.05 6.09
H: 2.25 0.78 2.46
H: 3.06 1.07 4.01
H: 1.78 2.19 3.44
C: -3.05 4.39 -4.85
C: -2.97 4.62 -3.36
C: -4.07 5.15 -2.69
C: -4.04 5.36 -1.32
C: -2.89 5.05 -0.61
C: -1.77 4.53 -1.27
N: -0.62 4.23 -0.51
C: 0.62 4.78 -0.82
C: 0.68 6.07 -1.31
C: 1.90 6.70 -1.61
C: 3.09 6.00 -1.36
C: 3.06 4.71 -0.87
C: 1.83 4.03 -0.60
C: 1.83 2.68 -0.19
O: 3.11 2.20 0.05
O: 0.77 1.97 0.02
C: -1.82 4.28 -2.65
C: -0.65 3.63 -3.33
H: -3.98 4.80 -5.25
H: -3.04 3.32 -5.09
H: -2.22 4.84 -5.37
H: -4.96 5.40 -3.25
H: -4.90 5.75 -0.81
H: -2.82 5.21 0.45
H: -0.56 3.29 -0.13
H: -0.25 6.61 -1.46
H: 1.92 7.71 -1.99
H: 4.05 6.46 -1.57
H: 3.98 4.18 -0.70
H: 0.09 4.37 -3.66
H: -0.97 3.04 -4.19
H: -0.13 2.96 -2.64
O: 1.36 -2.31 2.25
C: 1.10 -2.75 1.13
O: 0.57 -2.12 0.16
C: 1.46 -4.19 0.80
C: 2.27 -4.90 1.67
C: 2.63 -6.22 1.41
C: 2.13 -6.79 0.27
O: 2.32 -8.06 -0.22
C: 1.57 -8.14 -1.43
O: 0.94 -6.89 -1.66
C: 1.30 -6.08 -0.59
C: 0.95 -4.78 -0.36
H: 2.64 -4.39 2.55
H: 3.28 -6.78 2.07
H: 0.81 -8.92 -1.32
H: 2.25 -8.36 -2.25
H: 0.31 -4.21 -1.02

Entry 8:
Below is a 3-piece molecular cluster, C3H11NO3S overall at a distorted geometry, with properties calculated with the ωB97M-V functional and the def2-TZVPD basis.

As for the molar mass: 141.2 g mol⁻¹. As for the LUMO energy: 6.04 eV. The frontier orbital gap is 5.87 eV. As for the charge: -2. For the max |F|, the calculation gives 1.76 eV/A. For the energy above the lowest of the compared OMol25 structures with the same formula, charge and spin, the calculation gives 47.1 kJ/mol.

Element x y z (Å)
C: -0.78 -0.33 0.74
C: -2.12 -1.05 1.04
S: -2.36 -1.92 2.64
N: -0.86 0.43 -0.51
C: 0.18 0.15 -1.55
O: 1.05 1.20 -1.75
H: -0.69 0.36 1.59
H: 0.01 -1.09 0.72
H: -2.17 -1.85 0.28
H: -2.93 -0.34 0.90
H: -0.71 1.39 -0.29
H: -0.35 -0.03 -2.49
H: 0.69 -0.79 -1.24
H: 3.77 1.08 -1.78
H: 2.49 0.61 -2.42
O: 3.49 0.62 -2.58
H: 2.62 2.85 -0.61
H: 1.88 1.59 -0.49
O: 2.62 2.13 0.02

> Look up the molar mass of the third one.

392.6 g mol⁻¹